# 1
Density functional theory data (ωB97M-V with the def2-TZVPD basis set) for a structure of composition C15H17Cl3IrN2O2.

Element x y z (Å)
1 C -4.884 -0.065 0.471
2 C -4.935 1.244 -0.327
3 H -5.055 -0.918 -0.186
4 H -5.696 -0.053 1.204
5 H -3.960 -0.223 1.012
6 H -4.153 1.331 -1.070
7 H -5.880 1.302 -0.874
8 H -4.890 2.112 0.332
9 C 0.347 -2.563 0.390
10 C 1.100 -3.713 0.218
11 C 2.251 -3.721 -0.577
12 C 2.636 -2.533 -1.174
13 H -0.528 -2.479 1.038
14 H 0.761 -4.623 0.715
15 H 2.825 -4.632 -0.738
16 H 3.488 -2.430 -1.841
17 N 0.707 -1.409 -0.244
18 C 1.867 -1.382 -0.972
19 C 2.129 -0.074 -1.486
20 N 1.162 0.821 -1.099
21 C 1.257 2.126 -1.480
22 C 3.234 1.614 -2.792
23 C 2.269 2.527 -2.341
24 H 0.489 2.765 -1.045
25 H 2.273 3.567 -2.665
26 C 3.162 0.305 -2.348
27 H 3.823 -0.497 -2.672
28 H 4.013 1.919 -3.489
29 Ir -0.338 0.264 0.055
30 C -2.002 1.187 0.054
31 H -2.460 0.942 -0.907
32 H -1.956 2.270 0.213
33 H -2.517 0.694 0.882
34 Cl 2.152 2.390 3.911
35 C 1.739 0.677 3.846
36 Cl 3.202 -0.283 3.443
37 Cl 1.065 0.108 5.374
38 C 0.664 0.517 2.693
39 O -0.538 0.525 2.976
40 O 1.178 0.394 1.500

## Properties
Energy (eV): -63288.3098
Multiplicity: 6
⟨S²⟩: 8.794
F_max (eV/A): 4.962
Charge: +2
Gap between HOMO and LUMO (alpha / beta) (eV): 6.40 / 3.17

These are the natural (NBO) partial charges, in e, on atoms 1 to 2: atom 1 (C): -0.60, atom 2 (C): -0.61

---

# 2
Density functional theory data (ωB97M-V with the def2-TZVPD basis set) for a cluster of 3 separate species, C6H15NO in total.

Element x y z (Å)
1 C 0.058 -0.190 0.255
2 C 0.122 0.077 -1.106
3 C -2.179 0.046 -0.178
4 C 0.211 0.874 1.305
5 C 2.402 -0.201 -0.562
6 C 0.065 -1.609 0.745
7 N 0.065 1.304 -1.699
8 O -2.861 -0.505 0.913
9 H -2.682 0.029 1.694
10 H -0.020 -0.758 -1.780
11 H 0.396 2.098 -1.175
12 H 0.065 1.329 -2.705
13 H -2.283 1.130 -0.268
14 H -2.486 -0.482 -1.077
15 H 0.920 -1.780 1.399
16 H -0.527 0.718 2.097
17 H 0.076 1.886 0.923
18 H 1.200 0.812 1.760
19 H 2.763 0.801 -0.787
20 H 2.821 -0.545 0.382
21 H 2.606 -0.907 -1.365
22 H -0.849 -1.808 1.310
23 H 0.119 -2.320 -0.079

## Properties
Energy (eV): -9997.5876
Multiplicity: 1
F_max (eV/A): 2.421
Charge: 0
Gap between HOMO and LUMO (alpha / beta) (eV): 6.80 / 6.51

These are the natural (NBO) partial charges, in e, on atoms 1 to 2: atom 1 (C): 0.09, atom 2 (C): 0.14

---

Which of these has the lowest F_max?
C6H15NO